1.
96
Properties=species:S:1:pos:R:3:mulliken_charge:R:1 method="wB97M-V/def2-TZVPD" orbital_gap_ev=6.065 total_charge=-1
C 2.80 -4.79 -1.16 -0.832
C 3.10 -4.71 -2.73 -0.395
C 4.22 -3.66 -3.10 -0.480
N 3.70 -2.35 -3.53 0.225
C 2.74 -1.78 -2.63 -1.247
C 3.07 -1.16 -1.32 0.290
C 4.59 -1.09 -0.94 -1.037
C 5.49 -0.27 -1.94 -1.009
C 4.79 0.94 -2.64 -0.335
O 4.37 0.68 -3.99 -0.685
C 2.03 -0.63 -0.41 -0.054
C 2.38 -0.01 0.98 -1.640
C 2.33 1.55 1.04 -1.084
N 3.14 2.25 -0.01 0.706
C 2.50 3.59 -0.20 -0.753
C 2.47 4.50 1.09 -1.004
C 4.50 2.39 0.38 0.589
C 5.40 3.63 -0.03 -1.464
O 5.05 1.57 1.10 -0.563
C 0.63 -0.74 -0.85 1.021
C 0.30 -1.37 -2.15 0.983
C 1.32 -1.88 -3.05 0.729
C 0.95 -2.54 -4.42 0.130
O 1.25 -1.90 -5.44 -0.768
O 0.33 -3.67 -4.51 -0.771
C -1.22 -1.49 -2.54 -0.636
O -1.64 -1.36 -3.65 -0.457
C -2.16 -1.80 -1.31 1.008
C -3.32 -2.68 -1.40 -0.656
Br -3.80 -3.57 -3.07 -0.116
C -4.13 -2.89 -0.20 0.509
N -5.31 -3.75 -0.30 -0.602
C -3.84 -2.24 1.09 0.236
C -4.74 -2.43 2.36 -1.881
C -3.98 -3.39 3.35 0.433
C -3.96 -4.84 2.68 -1.189
Cl -4.78 -3.49 4.98 -0.232
C -2.64 -1.37 1.20 0.519
C -2.27 -0.66 2.54 -1.247
C -1.84 -1.18 -0.01 0.102
C -0.57 -0.26 -0.02 -0.382
O -0.63 0.79 0.60 -0.585
H 1.73 -5.10 -1.05 0.272
H 3.40 -5.63 -0.71 0.348
H 3.02 -3.81 -0.66 0.080
H 2.17 -4.59 -3.35 0.207
H 3.52 -5.72 -3.00 0.442
H 4.79 -4.09 -3.97 0.464
H 4.94 -3.63 -2.23 0.186
H 4.43 -1.69 -3.79 0.461
H 4.75 -0.64 0.08 0.277
H 5.01 -2.14 -0.85 0.429
H 6.37 0.13 -1.35 0.596
H 5.96 -0.97 -2.69 0.469
H 3.90 1.30 -2.06 0.122
H 5.55 1.78 -2.70 0.347
H 3.40 0.76 -4.07 0.388
H 3.35 -0.34 1.41 0.698
H 1.59 -0.38 1.70 0.315
H 2.78 1.85 2.04 0.287
H 1.31 1.99 1.03 0.728
H 3.01 4.19 -1.01 0.314
H 1.43 3.49 -0.55 0.554
H 3.40 4.50 1.69 0.262
H 2.18 5.57 0.87 0.348
H 1.64 4.12 1.76 0.261
H 5.06 4.07 -1.00 0.364
H 6.47 3.32 -0.01 0.350
H 5.28 4.41 0.76 0.335
H -5.50 -4.16 0.61 0.181
H -6.10 -3.10 -0.47 0.290
H -4.79 -1.42 2.84 0.448
H -5.79 -2.75 2.12 0.533
H -2.92 -3.03 3.47 0.344
H -3.49 -5.56 3.40 0.387
H -5.03 -5.07 2.44 0.293
H -3.39 -4.85 1.72 0.266
H -2.89 -0.99 3.41 0.518
H -2.34 0.45 2.42 0.202
H -1.18 -0.88 2.73 0.238
Cl -1.93 5.11 -1.02 -0.209
C -2.66 3.49 -0.84 0.024
C -4.09 3.55 -0.38 -0.511
Cl -4.24 4.13 1.30 -0.180
H -2.04 2.92 -0.14 -0.095
H -2.60 3.00 -1.81 0.318
H -4.54 2.56 -0.41 0.307
H -4.69 4.21 -1.02 0.370
Cl -8.55 5.59 5.40 -0.190
C -7.18 6.47 4.67 -0.421
C -5.97 5.59 4.49 -0.355
Cl -5.24 5.12 6.05 -0.186
H -6.96 7.33 5.30 0.318
H -7.52 6.84 3.70 0.296
H -5.21 6.12 3.93 0.257
H -6.22 4.67 3.95 0.278

---

2.
50
Properties=species:S:1:pos:R:3:mulliken_charge:R:1 method="wB97M-V/def2-TZVPD" orbital_gap_ev=9.945
C -1.55 4.46 -0.34 -1.175
C -1.70 3.85 1.03 0.561
Cl -2.45 4.88 2.22 -0.214
C -1.28 2.65 1.35 -1.041
Cl -1.51 2.16 3.02 -0.168
C -0.59 1.68 0.39 3.207
C 0.89 2.23 0.25 -0.783
C 2.02 1.38 0.83 -0.382
O 2.12 1.34 2.00 -0.531
N 2.99 0.70 0.06 0.079
C 3.05 -0.74 0.34 -0.811
C 2.99 1.03 -1.37 -1.047
C -1.17 1.48 -1.03 -0.260
O -1.06 2.13 -1.99 -0.527
O -1.86 0.29 -1.12 -0.544
C -1.18 -0.69 -0.27 2.300
C -0.01 -1.18 -1.14 -0.244
C 0.41 -2.66 -1.00 -0.669
C 0.97 -3.12 -2.35 -0.743
Cl 0.97 -4.93 -2.43 -0.219
C -2.33 -1.69 0.03 -1.704
C -2.38 -2.24 1.46 0.891
C -1.22 -3.17 1.81 -1.120
F -3.55 -2.99 1.54 -0.426
C -0.87 0.24 0.92 -2.557
F -0.18 -0.27 1.98 -0.576
H -1.91 5.49 -0.30 0.441
H -0.54 4.39 -0.74 0.252
H -2.22 3.94 -1.01 0.289
H 1.03 2.51 -0.80 0.751
H 0.92 3.17 0.79 0.598
H 2.35 -1.07 1.11 0.226
H 4.06 -1.01 0.67 0.423
H 2.89 -1.32 -0.58 0.210
H 3.32 2.06 -1.49 0.373
H 2.01 0.97 -1.85 0.325
H 3.72 0.42 -1.90 0.340
H -0.31 -1.03 -2.18 0.731
H 0.85 -0.53 -0.98 -1.080
H -0.43 -3.32 -0.79 0.527
H 1.16 -2.77 -0.22 0.368
H 0.35 -2.79 -3.18 0.410
H 2.00 -2.79 -2.48 0.320
H -2.34 -2.52 -0.68 0.516
H -3.26 -1.14 -0.14 0.277
H -2.44 -1.46 2.22 0.231
H -1.33 -3.49 2.85 0.381
H -1.31 -4.05 1.18 0.324
H -0.27 -2.68 1.64 0.140
H -1.89 0.36 1.32 1.327

---

no.,E (eV)
1,-186450.735
2,-68651.903